C5H4N2 | ωB97M-V with the def2-TZVPD basis set

```
11
Properties=species:S:1:pos:R:3:forces:R:3:nbo_charge:R:1
H 1.822 -0.660 -0.778 -0.183 0.005 0.091 0.2399
N -1.052 -0.032 0.576 -0.108 0.173 -0.063 -0.2915
H -1.917 0.457 0.758 0.146 -0.028 -0.025 0.4187
N -0.879 -1.256 1.036 0.203 0.091 -0.160 -0.2111
H 0.650 2.618 -0.128 -0.154 -0.110 -0.136 0.2708
C 0.305 -1.638 0.551 0.038 -0.084 0.037 -0.0712
H 0.692 -2.615 0.804 -0.053 0.104 -0.071 0.2162
C 0.104 1.847 -0.655 -0.293 -0.033 -0.474 -0.5212
C 0.880 -0.642 -0.249 -0.036 0.049 -0.001 -0.2562
C -0.025 0.411 -0.212 0.064 -0.409 0.302 0.0711
C -0.580 1.510 -1.702 0.376 0.242 0.500 0.1344
```
Forces are in eV/Å.

The value obtained for the highest occupied orbital energy is -9.9 eV. As for the total energy: -8225.583 eV. As for the charge: 0. As for the LUMO energy: -0.10 eV.

---

C22H31N2O2 | ωB97M-V with the def2-TZVPD basis set

```
57
Properties=species:S:1:pos:R:3:forces:R:3:nbo_charge:R:1
H -2.091 0.820 2.782 0.166 0.063 -0.036 0.2250
C 2.707 1.725 -1.944 -0.085 0.023 -0.033 -0.2101
C 1.617 -3.919 0.984 0.031 0.002 -0.015 -0.2054
H -0.199 3.379 1.912 -0.136 -0.099 -0.014 0.2294
N -0.901 1.523 1.190 0.127 -0.346 0.026 -0.4046
H 1.223 -4.833 1.398 -0.036 -0.092 0.041 0.2278
C 4.048 2.059 -1.857 0.056 0.069 0.001 -0.2067
H -2.418 -0.677 0.852 -0.027 -0.042 0.030 0.1796
C 3.123 -0.302 -0.710 0.035 0.152 -0.055 -0.0714
O -4.370 -2.295 -0.138 -0.353 0.001 0.295 -0.7267
C 0.003 2.316 2.058 0.597 0.379 0.358 -0.2141
H -2.775 2.190 1.869 0.119 -0.003 0.008 0.2257
C -1.081 2.109 -0.155 -0.052 0.059 -0.886 -0.2296
C 1.797 0.524 2.040 0.439 0.412 0.351 -0.0633
O 0.992 -0.315 1.212 0.021 -0.396 -0.288 -0.5884
H 1.601 0.278 3.092 0.042 -0.016 -0.101 0.1858
H -5.062 0.202 -0.622 -0.017 0.072 -0.074 0.2119
H 5.976 1.461 -1.149 0.102 0.031 0.008 0.2263
C 4.472 0.033 -0.641 -0.136 -0.050 0.017 -0.1551
H 2.022 2.375 -2.472 -0.041 0.050 -0.069 0.2141
H -1.272 0.212 -1.165 -0.004 0.025 -0.064 0.1756
H -1.638 3.043 -0.054 0.075 -0.056 0.102 0.2279
H 3.989 -2.804 -1.149 0.074 -0.001 -0.086 0.2271
H 2.857 0.347 1.837 -0.116 -0.015 0.006 0.2167
H 2.098 2.612 2.393 -0.023 0.049 0.014 0.2509
C -2.977 0.272 0.887 -0.025 0.314 0.109 -0.2360
C 3.175 -2.778 -0.441 -0.085 0.043 0.093 -0.1705
H -3.957 0.059 1.313 0.086 -0.025 0.063 0.2478
C -1.868 1.133 -1.030 -0.068 0.212 0.194 -0.2377
C -3.911 -0.877 -2.095 0.017 -0.041 0.531 -0.4541
H -0.215 2.064 3.099 -0.125 -0.011 -0.095 0.2227
H -3.105 -0.690 -2.805 0.008 -0.005 -0.139 0.2079
H -5.257 -2.528 -0.434 0.026 -0.047 0.059 0.4738
C 1.069 -2.704 1.356 -0.058 0.228 0.002 -0.2007
C 1.572 -1.530 0.819 -0.033 -0.146 0.035 0.2669
C 1.465 1.991 1.760 -0.190 -0.441 -0.058 -0.4507
H 1.205 0.272 -1.465 -0.085 -0.025 0.005 0.2073
H -4.459 1.190 -1.957 -0.094 -0.051 0.048 0.2052
H -2.529 -2.031 -0.873 -0.020 -0.010 -0.063 0.1634
N -3.144 0.890 -0.407 0.221 -0.032 0.141 -0.4560
H 4.407 2.973 -2.304 0.045 0.086 -0.044 0.2255
C -3.547 -2.115 -1.264 0.221 0.137 -0.526 -0.0646
C -2.225 1.250 1.789 -0.720 -0.430 0.193 -0.2162
H -0.411 0.605 1.063 -0.191 0.212 0.000 0.4884
H 3.117 -4.897 -0.187 0.033 -0.094 -0.036 0.2285
H 1.710 2.216 0.721 0.063 0.045 0.018 0.2340
C 2.678 -3.953 0.094 0.022 -0.094 0.015 -0.1989
C 2.622 -1.548 -0.101 -0.177 0.033 0.144 -0.0975
H 5.158 -0.629 -0.133 0.072 -0.063 0.060 0.2179
C -4.198 0.385 -1.263 -0.138 -0.239 -0.363 -0.2059
C 2.246 0.553 -1.372 0.070 -0.017 -0.063 -0.2211
H -4.815 -1.086 -2.670 0.006 0.010 -0.120 0.2169
H 0.254 -2.658 2.063 -0.072 0.030 0.081 0.2183
C 4.929 1.209 -1.208 0.073 0.086 -0.055 -0.2102
H -0.104 2.313 -0.593 0.046 -0.023 0.145 0.2312
H -2.029 1.584 -2.011 0.115 0.011 0.001 0.2357
H -3.573 -3.000 -1.914 0.094 0.077 0.092 0.1802
```
Forces are in eV/Å.

As for the structure (SMILES): OCCCN1CC[NH+](CCCOc2ccccc2-c2ccccc2)CC1. The value obtained for the highest occupied orbital energy is -11.5 eV. As for the total energy: -30386.476 eV. As for the charge: +1. As for the LUMO energy: -1.95 eV.

---

C6H7N | ωB97M-V with the def2-TZVPD basis set

```
14
Properties=species:S:1:pos:R:3:forces:R:3:nbo_charge:R:1
C -0.137 -1.024 -0.818 -0.072 -1.103 -5.034 0.2127
H 2.022 1.235 -0.545 -0.456 -0.587 1.691 0.2567
C 1.762 0.565 0.342 -0.236 -0.637 -1.860 -0.6812
H 0.504 -2.233 1.007 -0.558 0.498 -0.670 0.2437
H 2.476 -0.251 0.341 0.716 -0.347 -0.205 0.2478
H -3.111 2.736 0.828 -0.691 -0.380 0.039 0.2272
C -2.585 1.858 0.515 -0.098 1.362 0.298 -0.4849
H 1.835 0.916 1.352 -0.205 0.870 0.246 0.2566
C -1.497 1.479 0.140 2.535 -2.325 -0.208 -0.1478
N -0.442 -1.401 -2.016 0.226 -0.929 3.064 -0.5404
C 0.526 -0.207 0.098 -1.095 3.201 0.456 0.3018
C -0.145 -1.441 0.558 0.449 -0.968 1.565 -0.5300
H -0.112 -0.896 -2.807 0.247 1.283 -0.255 0.3568
H -1.098 -1.336 1.003 -0.765 0.065 0.874 0.2812
```
Forces are in eV/Å.

The value obtained for the highest occupied orbital energy (spin up / spin down) is -9.4 / -9.0 eV. As for the total energy: -7816.702 eV. As for the charge: 0. As for the LUMO energy (spin up / spin down): -1.79 / -2.02 eV.

---

C3H4N2OS2 | ωB97M-V with the def2-TZVPD basis set

```
12
Properties=species:S:1:pos:R:3:forces:R:3:nbo_charge:R:1
H -0.513 2.149 -0.004 -0.204 0.506 0.396 0.4338
N -0.067 1.276 -0.143 2.877 -1.815 -0.763 -0.6129
H 1.678 0.937 1.273 -1.287 0.076 -1.528 0.2273
N -2.060 0.294 0.194 1.492 -3.109 -1.284 -0.6239
S -2.966 -1.225 0.195 1.354 -1.409 -2.093 0.0963
S 2.447 -1.461 0.159 3.019 -3.623 0.103 0.1251
C 1.281 0.825 0.182 1.069 0.514 1.092 -0.3254
O -0.146 -1.056 -0.360 1.871 2.164 0.594 -0.4409
C -0.802 0.129 -0.130 -5.002 1.678 1.153 0.6441
H 2.203 1.087 -0.393 -1.278 0.773 -0.143 0.2443
H -2.232 -2.301 -0.903 -1.479 2.684 2.409 0.1195
C 1.179 -0.653 -0.069 -2.432 1.561 0.065 0.1128
```
Forces are in eV/Å.

The value obtained for the highest occupied orbital energy is -8.3 eV. As for the total energy: -29870.710 eV. As for the charge: 0. As for the LUMO energy: -0.32 eV.

---

- What is the formula in the second record?
  C22H31N2O2